# 1
A cluster of 2 separate species, C5H14NO in total. Source: the OMol25 dataset; level of theory: ωB97M-V/def2-TZVPD.

Structure (ORCA input):
```
! wB97M-V def2-TZVPD RIJCOSX def2/J DEFGRID3
* xyz 1 1
C 0.0053 -1.2225 0.8116
C -1.1962 -0.5833 0.1019
C -0.8115 0.4580 -0.9408
C -0.8131 0.1057 -2.2331
C -0.3036 0.9664 -3.3501
N 1.1876 -0.2525 0.8734
H -0.2162 -1.5400 1.8188
H 0.4170 -2.0231 0.2027
H -1.6207 -1.4494 -0.4136
H -1.9302 -0.1477 0.7662
H -1.0258 1.4768 -0.6318
H -1.1094 -0.9077 -2.4876
H -0.5777 2.0089 -3.2539
H 0.7704 0.8067 -3.4441
H -0.7634 0.6604 -4.2877
H 0.9657 0.5265 0.2477
H 1.3664 0.1660 1.8107
H 2.0553 -0.6725 0.5505
H 0.9441 1.2204 4.0379
H 1.0915 -0.3381 4.1068
O 1.2158 0.4365 3.5445
*
```

Summary:
orbital gap	10.110	eV
calculated total energy	-328.63755	hartree

=====

# 2
A cluster of 12 separate species, C11H40F5N21O17S3 in total. Source: the OMol25 dataset; level of theory: ωB97M-V/def2-TZVPD.

Structure (ORCA input):
```
! wB97M-V def2-TZVPD RIJCOSX def2/J DEFGRID3
* xyz -2 1
C 3.3323 -3.9590 3.8289
F 2.4535 -3.4832 4.7123
F 2.6932 -4.6332 2.8703
F 4.0804 -2.9802 3.3081
S 4.5544 -5.1120 4.7924
O 5.3336 -5.8450 3.8285
O 5.3051 -4.2975 5.6571
O 3.6990 -6.0176 5.5323
N -1.9466 -0.4236 -1.2495
S -1.4933 -1.7899 -0.9751
O -1.8572 -2.4120 0.3613
O -0.3299 -2.1989 -1.7830
F -2.7044 -2.5491 -1.7379
S -0.5960 0.1437 -0.3236
O 0.6963 0.3164 -0.9637
O -0.5413 -0.0656 1.1161
F -0.9788 1.7187 -0.3703
C 7.0645 -1.2755 -1.5429
O 7.9702 -2.0260 -1.5586
N 7.2046 -0.0446 -1.2620
N 5.9118 -1.4570 -2.0329
H 8.0670 0.3502 -0.9149
H 6.3563 0.4731 -1.0821
H 5.6182 -2.3117 -2.4839
H 5.3817 -0.6171 -2.2166
C 3.5241 -4.1603 -7.0514
O 4.3609 -4.7598 -7.6568
N 3.2232 -2.9059 -7.1196
N 2.9297 -4.7998 -6.0646
H 3.7290 -2.4327 -7.8547
H 2.5792 -2.6080 -6.4008
H 2.3878 -4.2347 -5.4266
H 2.9555 -5.7904 -6.2595
C -2.3184 -7.0100 6.3143
O -3.4967 -7.0032 6.6474
N -1.8600 -6.5531 5.1905
N -1.3433 -7.6010 6.9655
H -2.4868 -6.1191 4.5280
H -0.9603 -6.8024 4.8051
H -1.4632 -7.8479 7.9375
H -0.3750 -7.5290 6.6877
C 0.5704 10.0499 0.9885
O 0.5380 11.0065 0.2267
N 1.4433 9.9203 1.9651
N -0.1720 9.0422 1.0157
H 1.3675 9.1449 2.6077
H 2.2397 10.5340 2.0617
H 0.0175 8.2917 1.6644
H -0.9320 8.9440 0.3577
C -4.2964 6.7281 3.9855
O -5.2478 6.0479 3.6098
N -4.3610 8.0150 4.3998
N -3.0434 6.3022 4.0549
H -5.2614 8.4726 4.3941
H -3.6375 8.2980 5.0453
H -2.4258 6.7229 4.7344
H -2.6739 5.3887 3.8334
C -2.2088 0.6880 7.7430
O -1.2582 1.4428 7.7309
N -3.2990 1.1283 8.1788
N -2.1475 -0.5685 7.4046
H -4.0677 0.4843 8.2997
H -3.4619 2.1215 8.0947
H -1.4476 -0.7166 6.6916
H -3.0613 -0.9953 7.3500
C 5.6849 4.8599 -4.4438
O 6.5742 5.6159 -4.1589
N 4.5260 4.8113 -3.8582
N 5.7566 3.8065 -5.1695
H 3.9263 4.0414 -4.1187
H 4.1834 5.3819 -3.0985
H 6.7049 3.5570 -5.4111
H 4.8882 3.4040 -5.4921
C -7.2237 1.6358 -1.0303
O -8.3469 1.9112 -0.7425
N -6.1906 2.1914 -0.5483
N -6.8079 0.7497 -1.8504
H -5.3174 1.7750 -0.8385
H -6.2014 2.9157 0.1555
H -7.4483 0.2047 -2.4098
H -5.8741 0.3665 -1.8153
C -1.6882 -8.5981 -3.6802
O -0.6367 -9.1518 -3.3599
N -2.5171 -8.0272 -2.9116
N -2.2186 -8.5748 -4.8520
H -3.3040 -7.5676 -3.3470
H -2.4244 -8.1938 -1.9197
H -2.9447 -7.9276 -5.1240
H -1.6439 -9.2032 -5.3951
C -1.3318 3.1482 -5.6162
O -1.0437 4.0769 -6.3935
N -0.9510 1.8915 -5.7010
N -2.0969 3.2986 -4.5678
H -1.0400 1.3581 -4.8479
H -0.3040 1.5999 -6.4196
H -2.2746 4.2590 -4.3104
H -2.2480 2.5440 -3.9136
*
```

Summary:
orbital gap	6.164	eV
calculated total energy	-4566.14781	hartree

=====

# 3
A structure of composition C3H2O2Pr. Source: the OMol25 dataset; level of theory: ωB97M-V/def2-TZVPD.

Structure (ORCA input):
```
! wB97M-V def2-TZVPD RIJCOSX def2/J DEFGRID3
* xyz 2 4
H 0.7523 -2.4106 -0.4662
O -1.5447 0.3383 0.9900
H -2.3495 0.5782 1.4673
C 0.4113 -1.4304 -0.1404
C 0.8132 -0.2333 -0.3843
O 0.1748 1.2018 -0.0220
C -0.9300 1.4226 0.6086
Pr 2.6726 0.5335 -2.0530
*
```

Summary:
expectation value of S²	3.776
orbital gap (alpha / beta)	6.729 / 7.515	eV
calculated total energy	-782.09428	hartree

=====

# 4
The molecule C4H7NO2. Source: the OMol25 dataset; level of theory: ωB97M-V/def2-TZVPD.

Structure (ORCA input):
```
! wB97M-V def2-TZVPD RIJCOSX def2/J DEFGRID3
* xyz 0 1
C -1.5116 -1.0906 0.6577
C 0.5709 0.3794 0.7708
C 0.9470 -0.9699 0.3220
O -0.4049 -0.7100 -0.1763
C 0.9789 1.4570 -0.1490
O 1.9680 2.1156 0.1469
N 0.1833 1.7438 -1.2257
H -1.1595 -1.5097 1.6021
H -2.0863 -0.1884 0.8655
H -2.1045 -1.8158 0.0971
H 1.6061 -1.1491 -0.5333
H 0.9695 -1.7905 1.0433
H 0.5079 2.4705 -1.8441
H -0.4646 1.0577 -1.5770
*
```

Summary:
orbital gap	9.230	eV
calculated total energy	-361.71356	hartree

=====

# 5
A cluster of 2 separate species, C4H8O2 in total. Source: the OMol25 dataset; level of theory: ωB97M-V/def2-TZVPD.

Structure (ORCA input):
```
! wB97M-V def2-TZVPD RIJCOSX def2/J DEFGRID3
* xyz 0 1
C -1.0033 1.3239 -1.3993
C 0.7929 -0.8202 1.3190
C -0.3216 -1.3944 0.8642
O -1.7822 0.8996 -0.3018
C 1.9210 -0.5377 0.4051
O 2.9499 0.0025 0.7397
H -0.1251 0.6804 -1.5663
H -0.6560 2.3610 -1.2947
H -1.6410 1.2642 -2.2840
H 0.9263 -0.5397 2.3610
H -0.4347 -1.6657 -0.1836
H -1.1684 -1.6159 1.5069
H -1.2156 0.9057 0.4794
H 1.7578 -0.8637 -0.6455
*
```

Summary:
orbital gap	10.291	eV
structure (SMILES)	C=CC=O.CO
calculated total energy	-307.63175	hartree

=====

# 6
A structure of composition C23H11F15N3PdS. Source: the OMol25 dataset; level of theory: ωB97M-V/def2-TZVPD.

Structure (ORCA input):
```
! wB97M-V def2-TZVPD RIJCOSX def2/J DEFGRID3
* xyz -1 1
Pd 0.7131 -0.4561 -1.0658
C 3.8446 -1.3614 -1.8814
N 3.1756 -0.5979 -0.8449
C 3.5642 0.8124 -0.8305
C 2.4409 1.7727 -0.3928
N 1.2087 1.4592 -1.0996
C 0.1628 2.3415 -1.0143
C -0.8661 2.2350 -1.9690
F -0.7679 1.2986 -2.9240
C -1.9625 3.0699 -1.9961
F -2.8945 2.9258 -2.9450
C -2.0916 4.0817 -1.0584
F -3.1502 4.9037 -1.0829
C -1.1090 4.2232 -0.0975
F -1.2230 5.1798 0.8327
C -0.0223 3.3656 -0.0691
F 0.8509 3.5408 0.9417
C 3.1903 -1.2941 0.4370
C 2.2573 -0.6794 1.4821
N 0.8923 -0.5259 1.0079
C -0.0169 0.0546 1.8253
C 0.2213 0.6966 3.0680
F 1.4750 0.8376 3.5641
C -0.7763 1.2460 3.8539
F -0.4457 1.8257 5.0183
C -2.0949 1.2323 3.4510
F -3.0657 1.7704 4.2105
C -2.3839 0.6394 2.2342
F -3.6542 0.5962 1.8082
C -1.3919 0.0687 1.4700
F -1.7806 -0.5044 0.3185
H 4.9342 -1.4377 -1.7181
H 3.4316 -2.3704 -1.9118
H 3.6726 -0.8951 -2.8516
H 4.4501 0.9721 -0.1937
H 3.8455 1.0687 -1.8535
H 2.3236 1.7409 0.6914
H 2.7628 2.7940 -0.6314
H 2.8886 -2.3246 0.2375
H 4.2092 -1.3102 0.8633
H 2.2808 -1.3343 2.3626
H 2.7173 0.2560 1.8105
F -5.2846 -4.2073 -0.6572
C -4.0085 -3.8577 -0.8638
C -3.7034 -2.7247 -1.5951
F -4.6935 -1.9765 -2.0974
C -2.3818 -2.3766 -1.8079
F -2.1466 -1.2824 -2.5349
C -1.3204 -3.1231 -1.2984
S 0.3572 -2.7001 -1.5852
C -1.6664 -4.2605 -0.5715
F -0.7170 -5.0455 -0.0482
C -2.9812 -4.6306 -0.3525
F -3.2699 -5.7329 0.3548
*
```

Summary:
orbital gap (alpha / beta)	6.587 / 6.586	eV
calculated total energy	-3071.34922	hartree